{
  "formula": "C20H33B2F2N2O19PS",
  "method": "wB97M-V/def2-TZVPD",
  "smiles": "COC[C@]1(P(O)(O)=S)O[C@@H](N=C=O)[C@](OC[C@@H](C)O)(OB(O)O)[C@@]1(CCOC(C)=O)B(N)O.O=C1OC[C@@H](F)O1.O=C1OC[C@@H](F)O1",
  "symbols": ["C", "O", "C", "C", "P", "O", "O", "S", "O", "C", "N", "C", "O", "C", "O", "C", "C", "C", "O", "O", "B", "O", "O", "C", "C", "C", "O", "C", "C", "O", "B", "N", "O", "H", "H", "H", "H", "H", "H", "H", "H", "H", "H", "H", "H", "H", "H", "H", "H", "H", "H", "H", "H", "H", "H", "H", "H", "H", "H", "H", "O", "C", "O", "C", "C", "F", "O", "H", "H", "H", "O", "C", "O", "C", "C", "F", "O", "H", "H", "H"],
  "xyz": [[5.584, -1.156, 1.465], [4.269, -0.834, 1.870], [3.917, 0.526, 1.690], [2.581, 0.668, 0.959], [2.771, -0.128, -0.722], [2.963, -1.712, -0.612], [1.418, 0.117, -1.557], [4.259, 0.660, -1.706], [2.507, 2.051, 0.573], [1.683, 2.739, 1.534], [1.331, 4.015, 0.943], [2.252, 4.651, 0.444], [3.090, 5.344, 0.049], [0.517, 1.736, 1.639], [-0.023, 1.720, 0.330], [-1.411, 1.948, 0.171], [-1.706, 1.791, -1.317], [-3.236, 1.930, -1.516], [-1.020, 2.836, -1.992], [-0.471, 2.016, 2.583], [-0.240, 3.034, 3.510], [0.328, 2.741, 4.724], [-0.605, 4.332, 3.290], [1.269, 0.391, 1.820], [1.618, 0.099, 3.305], [0.438, -0.323, 4.193], [0.447, -1.739, 4.496], [-0.749, -2.358, 4.271], [-1.928, -1.879, 5.097], [-0.860, -3.270, 3.506], [0.548, -0.956, 1.327], [-0.706, -1.028, 0.618], [1.191, -2.107, 1.703], [5.834, -0.723, 0.494], [6.324, -0.880, 2.224], [5.625, -2.241, 1.360], [4.695, 1.039, 1.123], [3.874, 1.007, 2.673], [2.298, -2.107, -1.197], [1.704, 0.460, -2.417], [2.331, 2.809, 2.414], [-2.014, 1.207, 0.698], [-1.707, 2.966, 0.442], [-1.388, 0.804, -1.661], [-3.736, 1.980, -0.546], [-3.445, 2.848, -2.058], [-3.623, 1.058, -2.039], [-0.723, 2.527, -2.853], [0.599, 3.567, 5.142], [-0.843, 4.489, 2.368], [2.385, -0.671, 3.382], [2.036, 0.998, 3.765], [-0.532, -0.018, 3.802], [0.560, 0.189, 5.150], [-2.746, -1.639, 4.420], [-2.224, -2.655, 5.798], [-1.681, -0.980, 5.663], [-0.716, -0.476, -0.233], [-0.896, -1.990, 0.344], [1.158, -2.796, 1.030], [-0.039, -3.599, -0.747], [0.031, -3.473, -1.925], [1.181, -3.199, -2.591], [0.904, -3.230, -3.997], [-0.588, -2.979, -4.020], [-1.196, -3.623, -5.041], [-1.011, -3.548, -2.787], [1.155, -4.214, -4.393], [1.478, -2.471, -4.522], [-0.872, -1.925, -4.043], [-2.118, 0.099, -4.549], [-3.222, -0.245, -4.813], [-3.550, -1.453, -5.329], [-4.979, -1.544, -5.370], [-5.383, -0.086, -5.378], [-6.554, 0.119, -4.735], [-4.333, 0.521, -4.644], [-5.339, -2.050, -4.474], [-5.305, -2.089, -6.251], [-5.436, 0.366, -6.369]],
  "mulliken_charge": [-0.761, -0.261, -2.280, 1.041, 0.242, -0.408, -0.011, -0.471, -0.633, -0.206, -0.428, 0.626, -0.463, 0.630, 0.412, -1.385, 1.531, -1.485, -0.656, -0.718, 1.146, -0.603, -0.660, 0.858, -2.041, -1.485, -0.393, 0.838, -1.040, -0.518, 1.770, -0.401, -0.853, 0.284, 0.296, 0.259, 0.732, 0.428, 0.189, 0.172, 0.619, 0.295, 0.318, -0.179, 0.360, 0.369, 0.166, 0.364, 0.287, 0.349, 0.927, 0.906, 0.630, 0.340, 0.267, 0.367, 0.315, -0.591, 0.364, 0.297, -0.541, 0.687, -0.388, -0.457, 0.693, -0.321, -0.289, 0.238, 0.340, -0.032, -0.481, 0.625, -0.266, -0.464, 0.297, -0.286, -0.266, 0.290, 0.276, 0.280]
}

***

{
  "formula": "C20H33BiCl2N4O3",
  "method": "wB97M-V/def2-TZVPD",
  "de_lowest_kcal_mol": 0.00,
  "symbols": ["O", "C", "C", "C", "H", "C", "H", "C", "H", "C", "H", "C", "H", "H", "C", "C", "H", "H", "H", "C", "C", "H", "H", "H", "H", "Bi", "Cl", "Cl", "C", "O", "N", "C", "C", "H", "H", "H", "H", "H", "H", "H", "H", "H", "C", "C", "N", "H", "C", "O", "H", "H", "H", "H", "C", "N", "C", "C", "N", "H", "H", "H", "H", "H", "H"],
  "xyz": [[-1.787, 1.332, -0.526], [-2.282, 0.975, -1.740], [-3.680, 0.452, -1.435], [-3.983, -0.131, -0.194], [-3.213, -0.265, 0.578], [-5.280, -0.594, 0.025], [-5.506, -1.080, 0.978], [-6.255, -0.423, -0.969], [-7.272, -0.775, -0.796], [-5.939, 0.204, -2.184], [-6.682, 0.355, -2.963], [-4.643, 0.659, -2.415], [-4.313, 1.141, -3.345], [-2.295, 1.965, -2.222], [-0.273, 0.728, -3.300], [-1.508, 0.062, -2.750], [0.062, 0.258, -4.232], [0.602, 0.650, -2.630], [-0.443, 1.811, -3.406], [-1.901, -1.222, -2.960], [-1.163, -2.254, -3.772], [-2.749, -1.629, -2.394], [-1.809, -2.615, -4.578], [-0.900, -3.155, -3.191], [-0.242, -1.856, -4.230], [-0.022, -0.028, 0.202], [-1.491, -2.015, 1.322], [0.728, -1.885, -1.686], [2.171, -2.065, 0.705], [2.213, -0.806, 0.651], [3.156, -2.659, 1.346], [4.289, -1.818, 1.739], [3.193, -4.099, 1.523], [1.386, -2.704, 0.227], [4.051, -0.755, 1.593], [5.160, -2.083, 1.128], [4.513, -2.021, 2.787], [2.179, -4.453, 1.289], [3.466, -4.286, 2.569], [3.928, -4.522, 0.821], [3.984, 3.374, -1.453], [2.441, 5.505, -0.645], [3.085, 3.171, -2.051], [1.609, 5.027, -1.169], [1.891, 3.628, -1.327], [3.026, 2.094, -2.269], [1.093, 2.721, -0.800], [1.518, 1.528, -0.847], [0.684, 5.101, -0.585], [0.103, 3.039, -0.381], [3.133, 3.758, -2.971], [1.480, 5.453, -2.165], [1.384, 0.937, 5.431], [0.956, -0.296, 4.772], [0.729, -1.588, 5.412], [0.642, -0.162, 3.539], [0.267, 0.305, 2.532], [1.529, 0.657, 6.465], [0.620, 1.715, 5.318], [2.313, 1.282, 4.963], [-0.317, -1.889, 5.285], [1.377, -2.330, 4.932], [0.990, -1.424, 6.451]],
  "mulliken_charge": [-1.007, 0.979, -0.479, -0.122, 0.233, -0.662, 0.395, -0.438, 0.353, -0.688, 0.381, -0.116, 0.348, 0.361, -1.222, 0.008, 0.385, 0.083, 0.354, 0.369, -1.591, 0.270, 0.412, 0.307, 0.316, 1.988, -0.564, -0.564, 0.106, -0.833, 0.346, -0.899, -0.906, 0.341, 0.194, 0.328, 0.314, 0.295, 0.294, 0.311, 0.313, 0.314, -0.935, -0.881, 0.287, 0.249, 0.391, -0.878, 0.270, 0.118, 0.361, 0.332, -0.831, 0.025, -0.691, 0.388, -0.542, 0.289, 0.320, 0.296, 0.323, 0.251, 0.252]
}

***

{
  "formula": "C20H33Cl8F3NO3S",
  "method": "wB97M-V/def2-TZVPD",
  "total_charge": 1,
  "symbols": ["O", "S", "O", "O", "C", "C", "C", "C", "N", "C", "C", "C", "C", "C", "C", "C", "C", "F", "F", "F", "H", "H", "H", "H", "H", "H", "H", "H", "H", "H", "H", "H", "H", "H", "H", "H", "H", "Cl", "C", "C", "Cl", "H", "H", "H", "H", "Cl", "C", "C", "Cl", "H", "H", "H", "H", "Cl", "C", "C", "Cl", "H", "H", "H", "H", "Cl", "C", "C", "Cl", "H", "H", "H", "H"],
  "xyz": [[1.565, -6.068, 7.525], [0.790, -6.796, 6.464], [1.570, -7.815, 5.691], [-0.470, -7.600, 7.277], [-0.059, -5.527, 5.398], [-0.866, -4.550, 6.390], [-0.501, -2.991, 6.259], [1.063, -2.672, 6.100], [1.165, -1.179, 5.816], [1.715, -0.355, 6.871], [1.871, 1.174, 6.749], [1.405, 1.861, 5.439], [0.850, 0.918, 4.315], [0.739, -0.635, 4.527], [0.171, -1.528, 3.331], [0.562, -1.023, 1.862], [1.950, -1.603, 1.327], [3.041, -0.820, 1.825], [1.943, -1.575, -0.110], [2.200, -2.950, 1.683], [-1.188, -7.806, 6.622], [-0.828, -6.113, 4.760], [0.630, -5.008, 4.654], [-1.982, -4.646, 6.098], [-0.804, -4.896, 7.478], [-0.830, -2.499, 7.255], [-1.170, -2.528, 5.455], [1.637, -2.861, 7.085], [1.576, -3.182, 5.219], [2.067, -0.834, 7.855], [2.321, 1.792, 7.603], [1.449, 2.998, 5.255], [0.515, 1.440, 3.354], [-0.982, -1.501, 3.424], [0.483, -2.627, 3.449], [0.567, 0.107, 1.719], [-0.251, -1.437, 1.150], [5.769, -2.630, -3.956], [4.936, -1.627, -2.745], [3.478, -1.400, -3.092], [3.282, -0.364, -4.528], [5.478, -0.683, -2.654], [5.011, -2.154, -1.791], [2.975, -0.893, -2.267], [2.960, -2.342, -3.282], [2.468, 4.566, -5.618], [1.560, 3.065, -5.923], [1.159, 2.922, -7.378], [-0.068, 4.120, -7.859], [0.689, 3.055, -5.265], [2.212, 2.237, -5.636], [0.721, 1.936, -7.546], [2.017, 3.031, -8.044], [-4.629, 2.386, -4.541], [-4.049, 2.914, -6.142], [-4.089, 1.795, -7.163], [-2.892, 0.521, -6.812], [-3.040, 3.312, -6.023], [-4.700, 3.727, -6.461], [-3.850, 2.188, -8.153], [-5.074, 1.329, -7.209], [-4.081, 5.781, -7.707], [-4.038, 6.997, -6.406], [-5.055, 8.100, -6.619], [-4.646, 9.132, -8.012], [-3.023, 7.393, -6.346], [-4.253, 6.471, -5.474], [-5.086, 8.750, -5.742], [-6.057, 7.697, -6.780]],
  "mulliken_charge": [-0.574, 1.096, -0.570, -0.460, -0.717, -0.592, -0.258, -0.763, 0.339, 0.177, -0.611, -0.329, -0.699, 0.778, -0.109, -0.994, 0.867, -0.264, -0.227, -0.270, 0.360, 0.411, 0.242, 0.367, 0.438, 0.280, 0.204, 0.332, 0.217, 0.326, 0.347, 0.371, 0.215, 0.432, -0.042, 0.322, 0.351, -0.177, -0.401, -0.236, -0.180, 0.351, 0.251, 0.037, 0.357, -0.192, -0.058, -0.470, -0.168, 0.293, -0.037, 0.280, 0.359, -0.210, -0.123, -0.393, -0.197, 0.218, 0.068, 0.268, 0.363, -0.201, -0.408, -0.461, -0.177, 0.369, 0.256, 0.311, 0.316]
}

***

no.,strongest force on any atom (eV/Å),Kohn-Sham gap (eV),total energy (a.u.)
1,2.021,8.8,-3310.2648
2,4.272,7.3,-2361.5587
3,4.408,6.8,-5441.2549